No. 1
Formula: C17H62N16O14
Source: the Open Molecules 2025 dataset
Level of theory: ωB97M-V/def2-TZVPD

Output
Relative energy (zero: lowest compared OMol25 entry of this formula, charge and spin) in kcal per mole: 25.01
Total energy in Eh: -2614.29820
Frontier orbital gap in eV: 8.3

Each line ends with the Löwdin charge.
Element x y z (Å)
O (1.990, 1.428, -5.008)  -0.12
O (-2.791, -2.903, -1.416)  -0.15
O (-2.483, -3.409, 4.108)  -0.12
O (2.841, -0.997, -0.488)  -0.11
O (-2.705, 1.541, 5.444)  -0.16
O (-4.111, -1.585, 1.146)  -0.06
O (-0.716, -1.132, -3.416)  -0.13
O (-2.412, 2.951, 0.275)  -0.10
O (3.227, 2.229, -1.193)  -0.17
O (-0.192, -0.677, 1.286)  -0.12
O (-4.097, 1.624, -3.628)  -0.11
O (1.087, 3.980, -1.235)  -0.13
O (3.525, 2.174, 1.437)  -0.14
O (1.308, -1.846, 3.814)  -0.14
N (-0.953, 1.324, 3.902)  0.14
N (-1.142, -1.987, -5.552)  0.13
N (-1.082, -0.226, 5.405)  0.17
N (-3.590, 0.648, 1.376)  0.18
N (3.735, 1.014, -3.576)  0.11
N (2.052, 0.168, 2.639)  0.15
N (1.944, -0.138, -3.205)  0.20
N (3.207, -0.582, 4.216)  0.17
N (-2.171, 3.439, 2.576)  0.15
N (-1.512, -5.558, 3.625)  0.17
N (-2.323, -2.812, -3.995)  0.15
N (-2.182, -3.450, 0.785)  0.18
N (-2.707, -0.815, 2.762)  0.20
N (-0.792, -4.062, -0.777)  0.18
N (-0.595, 4.035, 1.156)  0.16
N (-0.452, -3.866, 2.888)  0.12
C (0.385, 3.731, -2.388)  -0.16
C (-1.523, 0.927, 4.977)  -0.65
C (-1.918, -3.503, -0.459)  -0.59
C (-1.462, -4.282, 3.631)  -0.58
C (-1.308, -2.030, -4.291)  -0.62
C (2.510, 0.762, -3.917)  -0.66
C (-1.804, 1.777, -4.078)  -0.08
C (2.358, 2.973, 1.787)  -0.14
C (-2.854, 1.605, -2.991)  -0.31
C (2.314, -3.034, -1.525)  -0.08
C (-1.763, 3.491, 1.343)  -0.63
C (0.039, 0.650, -0.694)  -0.05
C (2.703, -2.346, -0.227)  -0.31
C (-0.546, -0.617, -0.097)  -0.24
C (2.135, -0.755, 3.564)  -0.60
C (4.278, 3.065, -1.569)  -0.14
C (-3.514, -0.576, 1.767)  -0.63
H (-0.982, -0.998, 1.756)  0.05
H (-2.894, 0.562, -2.690)  0.11
H (-2.944, 2.330, -2.228)  0.09
H (-4.406, 2.568, -3.751)  0.11
H (-1.395, 2.121, 3.396)  0.06
H (-1.653, -2.501, -6.341)  0.16
H (3.140, -3.117, -2.254)  0.09
H (3.738, 0.300, 4.293)  0.15
H (-1.616, -0.612, -0.287)  0.12
H (-0.063, -2.938, 3.064)  0.07
H (-1.614, 3.922, 3.254)  0.13
H (-0.060, 0.984, 3.528)  0.10
H (-2.946, -2.704, 0.964)  0.09
H (4.676, 3.725, -0.766)  0.11
H (2.958, -0.472, 0.339)  0.10
H (0.907, 3.047, -3.084)  0.08
H (-2.151, -0.133, 3.176)  0.04
H (0.185, -4.547, 2.445)  0.14
H (-0.353, 0.750, -1.611)  0.02
H (5.113, 2.516, -1.954)  0.07
H (-1.538, -3.791, 1.533)  0.06
H (1.814, 3.376, -1.204)  0.01
H (-0.443, -3.854, -1.706)  0.11
H (-0.207, -4.376, -0.035)  0.09
H (-0.306, 1.479, -0.115)  0.05
H (1.566, -2.548, -2.148)  0.05
H (1.103, 0.723, -0.644)  0.04
H (-2.878, -3.383, -4.676)  0.14
H (1.101, -0.519, -3.621)  0.07
H (1.555, 2.669, 1.095)  0.06
H (-0.672, -6.170, 3.674)  0.15
H (2.207, -0.402, -2.215)  0.10
H (-0.484, -1.245, -5.887)  0.14
H (-2.674, -2.771, -3.026)  0.04
H (-4.210, 0.857, 0.581)  0.14
H (4.230, 1.752, -4.146)  0.16
H (-2.725, 1.267, 1.270)  0.10
H (-0.822, 1.833, -3.679)  0.02
H (-2.729, -1.730, 3.129)  0.06
H (-1.623, -0.619, 6.222)  0.16
H (4.323, 0.291, -3.129)  0.15
H (-0.374, 4.134, 0.128)  0.11
H (2.686, 0.920, 2.369)  0.06
H (3.700, -2.727, -0.023)  0.12
H (1.296, 0.005, 1.911)  0.10
H (-3.134, 3.109, 2.744)  0.16
H (-2.427, -5.876, 3.905)  0.13
H (2.416, 4.015, 1.591)  0.08
H (0.083, 4.482, 1.861)  0.16
H (-0.418, -0.821, 4.875)  0.09
H (4.042, 3.719, -2.426)  0.10
H (3.109, 1.688, -1.996)  0.05
H (3.485, 2.300, 0.472)  0.02
H (2.048, -3.958, -1.068)  0.06
H (-0.004, -1.456, -0.574)  0.10
H (-1.975, 2.669, -4.624)  0.06
H (1.953, 2.751, 2.749)  0.07
H (1.945, -2.526, 0.470)  0.09
H (3.579, -1.299, 4.807)  0.12
H (-1.727, 1.028, -4.889)  0.08
H (-0.524, 3.203, -2.104)  0.05
H (0.087, 4.657, -2.858)  0.09

=====

No. 2
Formula: C21H12Br2F3N4O5STl
Source: the Open Molecules 2025 dataset
Level of theory: ωB97M-V/def2-TZVPD

Output
Relative energy (zero: lowest compared OMol25 entry of this formula, charge and spin) in kcal per mole: 10.87
Total energy in Eh: -7421.18439
Frontier orbital gap in eV: 6.2
Total charge: -2

Each line ends with the Löwdin charge.
Element x y z (Å)
Tl (12.192, -9.517, -0.758)  0.78
Br (11.542, -19.098, -0.633)  0.63
Br (6.517, -17.758, 1.518)  0.69
S (10.339, -7.470, 0.940)  0.38
F (8.333, -7.824, 3.543)  0.11
F (9.666, -6.249, 4.083)  0.15
F (9.274, -7.800, 5.490)  0.07
O (17.283, -12.307, 2.243)  0.05
O (16.118, -10.210, 1.133)  0.01
O (16.560, -14.453, 2.515)  0.06
O (12.205, -16.140, 0.162)  -0.06
O (14.563, -9.808, -0.354)  -0.24
N (13.430, -12.266, 0.127)  0.09
N (13.189, -13.536, 0.563)  0.02
N (11.954, -9.260, 1.924)  -0.07
N (10.394, -14.206, 1.012)  0.15
C (9.524, -13.290, 1.280)  -0.34
C (8.262, -17.205, 1.012)  -0.66
C (9.111, -18.103, 0.335)  -0.20
C (9.490, -7.540, 4.158)  -0.63
C (8.631, -15.859, 0.994)  -0.23
C (11.295, -9.224, 4.577)  -0.02
C (12.527, -10.040, 2.797)  -0.17
C (7.742, -14.881, 1.413)  -0.06
C (15.104, -13.089, 1.410)  -0.09
C (10.036, -11.906, 1.403)  -0.04
C (14.152, -14.051, 1.260)  -0.04
C (10.990, -16.391, 0.282)  -0.46
C (14.634, -12.002, 0.624)  -0.16
C (10.676, -8.359, 3.636)  -0.10
C (8.154, -13.567, 1.470)  -0.01
C (12.291, -10.107, 4.152)  -0.06
C (10.425, -17.678, 0.087)  -0.58
C (11.045, -8.378, 2.241)  -0.80
C (9.969, -15.438, 0.742)  -0.13
C (16.409, -13.344, 2.056)  -0.49
C (15.169, -10.555, 0.430)  -0.65
H (10.934, -11.884, 0.792)  0.03
H (12.275, -13.984, 0.482)  0.10
H (13.147, -10.851, 2.401)  0.11
H (12.772, -10.774, 4.871)  0.11
H (16.937, -11.489, 1.719)  0.07
H (6.770, -15.165, 1.709)  0.04
H (9.186, -11.218, 1.166)  0.10
H (10.298, -11.520, 2.386)  0.07
H (7.516, -12.703, 1.783)  0.12
H (8.794, -19.116, 0.104)  0.08
H (10.940, -9.262, 5.572)  0.09
H (14.144, -15.116, 1.419)  0.14

=====

No. 3
Formula: C6H6N
Source: the Open Molecules 2025 dataset
Level of theory: ωB97M-V/def2-TZVPD

Output
Relative energy (zero: lowest compared OMol25 entry of this formula, charge and spin) in kcal per mole: 105.87
Total energy in Eh: -286.46655
Frontier orbital gap (alpha / beta) in eV: 7.7 / 7.7
Total charge: +1

Each line ends with the Löwdin charge.
Element x y z (Å)
N (-1.430, -0.530, 0.401)  0.19
C (-0.369, -1.605, -1.283)  0.18
C (0.547, 1.135, 0.423)  -0.06
C (0.271, 0.663, -0.806)  -0.02
C (1.544, 1.835, 1.020)  0.10
C (-0.504, -0.554, -0.548)  -0.40
C (-1.571, -0.787, 1.509)  0.34
H (2.388, 1.298, 0.567)  0.09
H (0.506, -1.757, -1.895)  0.11
H (1.814, 2.699, 1.691)  0.11
H (0.125, 1.149, -1.748)  0.13
H (-1.042, -2.340, -1.535)  0.08
H (-2.280, -1.206, 2.204)  0.15

=====

No. 4
Formula: C3H3BrCl2O
Source: the Open Molecules 2025 dataset
Level of theory: ωB97M-V/def2-TZVPD

Output
Relative energy (zero: lowest compared OMol25 entry of this formula, charge and spin) in kcal per mole: 10.97
Total energy in Eh: -3685.72508
Frontier orbital gap in eV: 10.7

Each line ends with the Löwdin charge.
Element x y z (Å)
Br (0.783, 1.994, 0.429)  0.79
Cl (-2.428, -0.778, 0.548)  0.53
Cl (2.587, -1.154, 0.868)  0.77
O (1.332, -0.986, -1.389)  0.05
C (0.121, 0.245, 0.419)  -0.79
C (-1.219, 0.296, -0.286)  -0.64
C (1.411, -0.713, -0.245)  -0.90
H (-1.204, -0.134, -1.332)  0.09
H (0.129, -0.145, 1.405)  0.04
H (-1.512, 1.374, -0.417)  0.06